Entry 1:
{"formula": "C30H31FN3O7PRuS", "method": "ωB97M-V/def2-TZVPD", "symbols": ["Ru", "F", "C", "C", "C", "C", "O", "C", "C", "N", "C", "C", "C", "C", "C", "C", "N", "C", "C", "N", "C", "C", "C", "O", "O", "H", "H", "H", "H", "H", "H", "H", "H", "H", "H", "H", "H", "H", "H", "H", "H", "H", "H", "C", "P", "C", "C", "C", "C", "C", "C", "C", "C", "C", "C", "C", "C", "H", "H", "H", "H", "H", "H", "H", "H", "H", "H", "H", "H", "H", "O", "S", "O", "O", "O"], "positions_angstrom": [[1.2415, -1.6726, -1.6004], [0.2649, 3.1044, 3.7753], [-0.5984, 2.6948, 2.8257], [-0.1796, 1.7719, 1.9161], [-1.0663, 1.2802, 0.9537], [-0.6280, 0.2705, 0.0090], [0.5416, -0.1727, -0.0223], [-1.6357, -0.1949, -0.8998], [-2.8840, 0.3166, -0.8969], [-3.2734, 1.2881, -0.0324], [-4.6506, 1.7370, -0.0465], [-4.9612, 3.1345, -0.5008], [-5.3254, 1.9636, -1.3624], [-2.3864, 1.7602, 0.9231], [-2.7811, 2.7300, 1.8561], [-1.9100, 3.2074, 2.8203], [-2.3571, 4.1765, 3.7404], [-3.5948, 3.9635, 4.4720], [-4.4141, 5.2588, 4.4233], [-3.4476, 6.4124, 4.3014], [-2.2158, 6.1678, 5.1226], [-1.4236, 5.0179, 4.4827], [-0.9888, -1.2176, -1.7691], [-0.7471, -2.3458, -1.2512], [-0.3030, -0.8052, -2.7578], [0.8320, 1.3910, 1.9530], [-3.6452, -0.0249, -1.5833], [-5.2448, 1.3192, 0.7579], [-4.1267, 3.7388, -0.8305], [-5.7508, 3.6685, 0.0095], [-4.7464, 1.8281, -2.2651], [-6.3623, 1.6728, -1.4410], [-3.7824, 3.1320, 1.8078], [-3.3880, 3.6817, 5.5109], [-4.1680, 3.1523, 4.0329], [-5.0013, 5.4135, 5.3264], [-5.0706, 5.3032, 3.5567], [-3.8999, 7.2859, 4.5719], [-3.1693, 6.4987, 3.3224], [-2.5611, 5.9285, 6.1264], [-1.6328, 7.0843, 5.1654], [-0.8961, 4.4901, 5.2810], [-0.6777, 5.4122, 3.7942], [2.0644, -3.0349, -4.8163], [2.1846, -3.1532, -3.0157], [1.8572, -4.8933, -2.6283], [2.8267, -5.8759, -2.8267], [2.5323, -7.2032, -2.5627], [1.2682, -7.5570, -2.1081], [0.3004, -6.5832, -1.9122], [0.5922, -5.2500, -2.1648], [3.9726, -2.9961, -2.6506], [4.9511, -2.7845, -3.5251], [6.3684, -2.5951, -3.2527], [6.9127, -2.1150, -2.1358], [6.1607, -1.6226, -0.9537], [4.8848, -2.3217, -0.4597], [2.6723, -3.8046, -5.2910], [2.3517, -2.0433, -5.1634], [1.0202, -3.2063, -5.0804], [3.8137, -5.6075, -3.1856], [3.2875, -7.9628, -2.7139], [1.0398, -8.5948, -1.9054], [-0.6836, -6.8594, -1.5578], [-0.1570, -4.4882, -1.9949], [4.6587, -2.7734, -4.5670], [7.0350, -2.8412, -4.0709], [7.9875, -2.0037, -2.0838], [6.8222, -1.5323, -0.0937], [4.3737, -3.5785, 0.8906], [5.5365, -0.2959, -1.1635], [4.0892, -0.5470, -0.4745], [4.1422, -3.1463, -1.2740], [3.0898, -0.6402, -1.5817], [5.0599, -2.9120, 0.7445]], "homo_energy_ev": -12.6147, "lumo_ev": -4.872, "relative_energy_ev": 1.908, "total_charge": 2}

=====

Entry 2:
{"formula": "C3H6N2", "method": "ωB97M-V/def2-TZVPD", "symbols": ["C", "C", "C", "N", "N", "H", "H", "H", "H", "H", "H"], "positions_angstrom": [[-1.4002, 0.3840, 0.0850], [-0.9791, -0.9733, -0.0422], [-0.0186, 0.1246, -0.3276], [2.1238, -0.4298, 0.1387], [1.2279, 0.4250, -0.1195], [-2.2739, 0.8312, -0.3881], [-1.5198, 0.7147, 1.1793], [-0.7317, -1.4702, 0.9189], [-1.4809, -1.5277, -0.8323], [2.0977, 2.2551, -0.2357], [2.9548, -0.3336, -0.3765]], "homo_energy_ev": [-8.6192, -8.6788], "lumo_ev": [-0.557, 0.280], "relative_energy_ev": 7.701}

=====

Entry 3:
{"formula": "BrClFN", "method": "ωB97M-V/def2-TZVPD", "symbols": ["N", "F", "Cl", "Br"], "positions_angstrom": [[-0.0209, -0.4894, -0.0052], [0.3993, 0.6205, -0.9154], [-0.0274, 0.5386, 1.7684], [-1.6409, -1.0392, -0.3210]], "homo_energy_ev": [-10.8008, -10.7998], "lumo_ev": [-2.030, -2.029], "relative_energy_ev": 0.887, "smiles": "FN(Cl)Br"}

=====

Entry 4:
{"formula": "C4H25NO10", "method": "ωB97M-V/def2-TZVPD", "symbols": ["C", "O", "C", "C", "C", "O", "N", "H", "H", "H", "H", "H", "H", "H", "H", "H", "H", "H", "O", "H", "H", "O", "H", "H", "O", "H", "H", "O", "H", "H", "O", "H", "H", "O", "H", "H", "O", "H", "H", "O"], "positions_angstrom": [[0.5042, -0.2853, -1.8803], [0.0386, -0.9669, -3.0470], [0.5126, -1.1251, -0.4833], [1.7276, -0.8479, 0.4216], [3.1185, -0.6731, -0.3357], [4.0330, -0.0476, 0.4255], [-0.6952, -0.7239, 0.2743], [-0.1250, 0.6282, -1.7676], [1.5214, 0.0046, -2.2458], [0.4191, -2.2564, -0.6529], [1.7841, -1.6425, 1.1883], [1.6281, 0.0860, 0.9820], [3.6229, -1.5989, -0.6743], [2.8562, -0.0252, -1.2306], [-0.4640, 0.0957, 0.7955], [-1.4420, -0.3518, -0.2556], [-0.1629, 0.5269, 2.4827], [-1.5392, 1.1083, 2.0855], [-1.0615, 0.5322, 2.7295], [-1.2099, 2.5993, 1.0307], [2.7923, 1.9054, 2.2613], [-2.0969, 2.3322, 1.2311], [-2.8618, -2.4757, -1.5681], [-1.4952, -2.7275, -0.8921], [-2.1774, -3.1041, -1.4728], [-4.0904, 1.7334, -0.6718], [-2.5768, 1.7326, 0.3815], [-3.2118, 1.4592, -0.7078], [-0.1549, -1.8991, -2.8308], [2.7658, 2.5637, 1.0435], [2.2657, 2.6248, 1.9689], [-2.4824, -0.1146, -2.8612], [-3.1860, 0.1844, -1.7055], [-3.0455, -0.6102, -2.2894], [2.9883, 2.2400, -1.0654], [3.9437, 1.2427, -0.0492], [3.5773, 2.2829, -0.3324], [-1.8998, -0.8983, 3.7094], [-2.0476, -1.6807, 2.5484], [-2.0734, -1.8274, 3.4599]], "homo_energy_ev": -2.1962, "lumo_ev": 5.510, "relative_energy_ev": 1.149, "total_charge": -2}

=====

Entry 5:
{"formula": "C17H33CuN3OTa", "method": "ωB97M-V/def2-TZVPD", "symbols": ["N", "C", "O", "Cu", "Ta", "N", "N", "C", "C", "C", "C", "C", "C", "C", "C", "H", "H", "H", "H", "H", "H", "H", "H", "H", "H", "H", "H", "H", "H", "H", "H", "H", "H", "C", "H", "H", "H", "C", "H", "H", "H", "C", "C", "C", "C", "C", "C", "H", "H", "H", "H", "H", "H", "H", "H", "H"], "positions_angstrom": [[-0.4882, 2.2145, -0.5056], [-1.0403, 3.2897, -0.6951], [-1.5308, 4.3536, -0.8599], [2.9543, 0.3223, -1.1898], [0.2008, 0.4417, -0.0445], [0.9945, 0.4482, 1.7261], [1.2259, -0.5234, -1.4533], [0.3873, 1.0093, 2.9431], [1.2236, -0.5544, -2.9515], [0.8572, 2.4581, 3.0442], [0.8654, 0.2236, 4.1624], [-1.1303, 0.9430, 2.8707], [2.6649, -0.8332, -3.4205], [0.2883, -1.6530, -3.4364], [0.7463, 0.7973, -3.4632], [1.9487, 2.5069, 3.1392], [0.4013, 2.9184, 3.9331], [0.5580, 3.0273, 2.1519], [0.6364, -0.8420, 4.0447], [0.3325, 0.6027, 5.0452], [1.9388, 0.3506, 4.3382], [-1.5330, 1.5274, 2.0254], [-1.5196, 1.3826, 3.8039], [-1.4738, -0.1007, 2.8012], [3.4043, -0.0947, -3.0248], [2.6731, -0.7440, -4.5166], [2.9871, -1.8422, -3.1431], [0.6856, -2.6510, -3.2198], [0.1998, -1.5609, -4.5261], [-0.7121, -1.5499, -2.9960], [-0.2850, 1.0211, -3.1540], [0.7721, 0.7608, -4.5644], [1.3934, 1.6296, -3.1480], [1.3811, -1.8495, -0.7536], [0.8483, -1.8315, 0.2320], [0.9454, -2.6559, -1.3604], [2.4545, -2.0493, -0.5738], [2.4532, 0.2428, 1.7809], [2.6793, -0.8034, 2.0293], [2.9186, 0.5018, 0.7944], [2.8779, 0.9180, 2.5305], [-4.3840, -2.7400, -0.2320], [-4.1628, -1.2387, -0.0585], [-4.7461, -0.4822, -1.2520], [-4.8490, -0.7723, 1.2253], [-2.7405, -0.9454, 0.0234], [-1.5508, -0.5749, -0.0012], [-5.4584, -2.9630, -0.2945], [-3.9675, -3.2809, 0.6232], [-3.9011, -3.0957, -1.1480], [-5.8227, -0.6808, -1.3236], [-4.5921, 0.5964, -1.1452], [-4.2687, -0.8048, -2.1856], [-4.4327, -1.3042, 2.0881], [-4.6997, 0.3006, 1.3770], [-5.9259, -0.9776, 1.1747]], "homo_energy_ev": -15.6954, "lumo_ev": -7.952, "relative_energy_ev": 0.000, "total_charge": 2}

=====

Entry 6:
{"formula": "C11H23O3P2Pd", "method": "ωB97M-V/def2-TZVPD", "symbols": ["C", "C", "C", "C", "C", "Pd", "P", "H", "H", "H", "H", "H", "H", "H", "H", "C", "C", "O", "P", "O", "C", "C", "O", "C", "C", "H", "H", "H", "H", "H", "H", "H", "H", "H", "H", "H", "H", "H", "H", "H"], "positions_angstrom": [[-0.2169, 1.5928, -1.1519], [-1.3774, 2.3302, -1.2025], [-2.5888, 2.0057, -0.5807], [-2.8057, 0.8396, 0.1572], [-1.8651, -0.1206, 0.4523], [0.0232, -0.0349, -0.0576], [2.2250, 0.3941, -0.5719], [0.6184, 1.9963, -1.7947], [-1.3579, 3.2488, -1.8013], [-3.4150, 2.7001, -0.7197], [-2.2019, -0.9902, 1.0605], [-3.8296, 0.6903, 0.5186], [3.0614, 0.5126, 0.5742], [2.6042, 1.5716, -1.2705], [2.8274, -0.6106, -1.3812], [3.7194, -1.9066, 2.3397], [3.6083, -2.5100, 0.9821], [2.2896, -2.2702, 0.4191], [0.7285, -2.5451, 1.1051], [1.3207, -3.5785, 2.2602], [0.9683, -4.9797, 2.2512], [1.6123, -5.5843, 1.0299], [-0.3985, -1.8190, 2.1480], [-1.5294, -2.7689, 2.4336], [-1.9331, -3.5259, 1.1846], [3.3171, -0.9004, 2.3540], [4.7588, -1.8419, 2.6339], [3.2220, -2.5135, 3.0890], [4.2774, -2.0183, 0.2654], [3.8613, -3.5799, 0.9982], [1.3666, -5.4251, 3.1780], [-0.1295, -5.0643, 2.2248], [2.6982, -5.4529, 1.0761], [1.3946, -6.6503, 0.9893], [1.2552, -5.1281, 0.0983], [-1.2202, -3.4279, 3.2520], [-2.3727, -2.1987, 2.8220], [-1.1177, -4.0723, 0.6680], [-2.6937, -4.2708, 1.4421], [-2.3809, -2.8551, 0.4350]], "homo_energy_ev": [-1.5469, -3.9270], "lumo_ev": [3.360, 3.219], "s2": 2.0494, "total_charge": -1, "multiplicity": 3}

=====

Entry 7:
{"formula": "C21H62BCsN2O6", "method": "ωB97M-V/def2-TZVPD", "symbols": ["Cs", "B", "H", "H", "H", "H", "C", "C", "N", "C", "C", "C", "C", "H", "H", "H", "H", "H", "H", "H", "H", "H", "H", "H", "H", "H", "H", "H", "C", "C", "N", "C", "C", "C", "C", "H", "H", "H", "H", "H", "H", "H", "H", "H", "H", "H", "H", "H", "H", "H", "C", "O", "H", "H", "H", "H", "C", "O", "H", "H", "H", "H", "C", "O", "H", "H", "H", "H", "C", "O", "H", "H", "H", "H", "C", "O", "H", "H", "H", "H", "C", "C", "C", "O", "C", "H", "H", "H", "H", "H", "H", "H", "H"], "positions_angstrom": [[0.4824, 4.5708, 4.9498], [-0.1785, 1.1931, 2.1925], [0.5094, 2.0244, 2.1900], [0.3762, 0.3010, 1.9463], [-0.5156, 1.1166, 3.2147], [-1.0458, 1.3608, 1.5729], [3.1020, -5.9179, -3.7147], [2.3742, -5.5606, -2.4079], [3.1431, -6.0496, -1.2157], [2.2430, -6.1417, -0.0511], [1.8990, -4.7951, 0.5924], [4.3148, -5.2211, -0.9732], [5.1826, -5.6988, 0.1939], [4.0065, -5.3310, -3.8743], [2.4157, -5.5272, -4.4660], [3.2569, -6.9912, -3.8242], [2.1744, -4.4907, -2.3489], [1.3507, -5.9355, -2.4053], [1.3019, -6.5778, -0.3860], [2.5321, -6.8964, 0.6802], [2.6558, -4.3227, 1.2188], [1.4894, -4.0462, -0.0855], [1.2055, -4.9725, 1.4145], [3.9521, -4.1956, -0.9035], [4.8622, -5.1750, -1.9146], [5.9772, -4.9651, 0.3292], [5.6087, -6.6953, 0.0782], [4.6460, -5.7379, 1.1419], [-9.0642, 0.0055, -1.6781], [-7.5908, -0.1079, -1.2824], [-6.7672, 0.5538, -2.3349], [-5.3249, 0.3578, -2.1359], [-4.9743, -1.0590, -2.5246], [-6.9822, 2.0814, -2.4411], [-6.6568, 2.8417, -1.1436], [-9.6541, -0.6811, -1.0709], [-9.2667, -0.3598, -2.6849], [-9.4227, 1.0175, -1.4895], [-7.4933, 0.3296, -0.2888], [-7.3465, -1.1618, -1.1493], [-4.7556, 1.0370, -2.7706], [-5.1102, 0.6155, -1.0988], [-5.5059, -1.8318, -1.9693], [-5.1281, -1.1332, -3.6012], [-3.8990, -1.2052, -2.4225], [-8.0021, 2.2888, -2.7648], [-6.4527, 2.4461, -3.3213], [-7.0816, 2.3721, -0.2564], [-7.0113, 3.8699, -1.0712], [-5.5735, 2.8711, -1.0261], [0.7131, -2.0735, 5.5011], [1.4202, -0.9688, 5.0489], [0.6055, -2.1545, 6.5828], [-0.2601, -2.1477, 5.0159], [1.1725, -3.0234, 5.2278], [0.9837, -0.5194, 4.3216], [4.7642, 0.0961, 2.2182], [5.1058, -0.2691, 3.5443], [5.6033, -0.0871, 1.5471], [3.8929, -0.4897, 1.9252], [4.4956, 1.1524, 2.2074], [4.2990, -0.4709, 4.0237], [-1.2269, 5.2690, -0.5627], [-1.5340, 4.8716, 0.7496], [-0.1496, 5.2427, -0.7264], [-1.6695, 4.6099, -1.3096], [-1.5534, 6.3046, -0.6575], [-1.3993, 3.9234, 0.8159], [2.0660, 0.5222, -1.8031], [1.0042, 1.4023, -1.6232], [1.9180, -0.4889, -1.4239], [2.4216, 0.3913, -2.8251], [2.9332, 0.8597, -1.2354], [0.7568, 1.2929, -0.7021], [-3.7201, -1.5607, 2.3172], [-3.7308, -0.2714, 2.8999], [-3.3050, -1.4941, 1.3115], [-3.0890, -2.2248, 2.9079], [-4.7432, -1.9317, 2.2569], [-2.9001, 0.1081, 2.6040], [4.0609, 6.4272, -0.6195], [5.5190, 6.9700, -0.5717], [6.1578, 6.1257, 0.5089], [5.2417, 5.0495, 0.7832], [4.2422, 5.0184, -0.2306], [3.5663, 6.4712, -1.5898], [3.3987, 6.9836, 0.0438], [5.4423, 8.0495, -0.4418], [6.0639, 6.7957, -1.4995], [6.1936, 6.8313, 1.3389], [7.2041, 5.9050, 0.2977], [3.3340, 4.6837, 0.2706], [4.4429, 4.3488, -1.0669]], "homo_energy_ev": -7.9914, "lumo_ev": -1.378}

=====

Entry 8:
{"formula": "C3H10N2OS", "method": "ωB97M-V/def2-TZVPD", "symbols": ["C", "C", "C", "N", "N", "O", "S", "H", "H", "H", "H", "H", "H", "H", "H", "H", "H"], "positions_angstrom": [[2.0870, -0.2370, -0.4774], [1.1159, -2.3015, -2.1261], [-2.3190, 1.6798, 2.7578], [1.2101, -0.0508, -1.6422], [0.9314, -1.0937, -2.4031], [-2.1236, 0.5849, 0.3215], [-1.4763, 1.7940, 1.1624], [2.6805, 0.6806, -0.2386], [2.7104, -1.0464, -0.7192], [1.4022, -0.6164, 0.3347], [-2.9437, 0.5552, -0.2287], [1.7194, -2.7306, -1.2924], [0.9317, -3.0399, -2.8685], [-2.2212, 0.7153, 3.3420], [-1.7330, 2.3342, 3.5125], [-3.2678, 1.9916, 2.6488], [1.2958, 0.7807, -2.0834]], "homo_energy_ev": -8.4689, "lumo_ev": 0.760, "relative_energy_ev": 4.370, "smiles": "C=NNC.CSO"}